1.
{"formula": "C20H28BiN6S2", "method": "ωB97M-V/def2-TZVPD", "species": ["Bi", "C", "C", "N", "C", "C", "C", "C", "C", "C", "C", "N", "C", "C", "N", "N", "H", "H", "H", "H", "H", "H", "H", "H", "H", "H", "H", "H", "H", "H", "H", "H", "H", "H", "S", "C", "C", "N", "C", "S", "C", "N", "C", "C", "C", "C", "C", "H", "H", "H", "H", "H", "H", "H", "H", "H", "H"], "xyz": [[0.260789, -1.037341, 0.641545], [3.836353, 0.335262, 1.127283], [3.436100, -0.109678, 2.525019], [2.050451, 0.208366, 2.840684], [1.730921, 1.633277, 2.908170], [0.855955, 2.151881, 1.767258], [0.343430, 3.424746, 1.842646], [-0.485392, 3.843339, 0.750306], [-0.820961, 3.018052, -0.257071], [-0.355037, 1.582529, -0.284809], [0.338282, 1.281337, -1.630383], [0.811428, -0.112076, -1.663230], [2.167398, -0.325125, -2.169511], [3.221986, 0.224355, -1.222522], [3.194073, -0.433722, 0.072653], [0.644432, 1.308522, 0.762427], [4.935378, 0.313956, 1.054698], [3.536556, 1.377530, 0.996553], [4.137332, 0.365784, 3.231498], [3.567351, -1.191304, 2.621394], [1.787209, -0.253733, 3.698764], [2.650445, 2.231223, 2.952250], [1.197219, 1.837297, 3.838977], [0.550776, 4.066185, 2.688227], [-0.864644, 4.861199, 0.733690], [-1.449690, 3.380160, -1.060063], [1.186818, 1.957358, -1.734730], [-0.344021, 1.482085, -2.462053], [0.167041, -0.695419, -2.186710], [2.303800, 0.149276, -3.150852], [2.299065, -1.401798, -2.306058], [3.015626, 1.281390, -1.044787], [4.205603, 0.171930, -1.713653], [3.588440, -1.365610, 0.012166], [-1.440152, -2.934065, 1.960594], [-1.697986, -4.163620, 0.756902], [-2.662622, -5.159716, 1.132091], [-3.449670, -5.937363, 1.451522], [-1.094079, -4.271528, -0.460769], [0.112340, -3.188687, -1.116187], [-1.433098, -5.368359, -1.315985], [-1.666423, -6.247346, -2.023777], [-3.393541, 1.454765, -1.258290], [-2.642780, 0.168950, -0.882531], [-3.596499, -0.705528, -0.060506], [-2.347527, -0.593938, -2.179315], [-1.414085, 0.469502, 0.003670], [-4.349679, 1.196357, -1.724510], [-2.831355, 2.055126, -1.976272], [-3.590341, 2.074485, -0.381685], [-4.498559, -0.925793, -0.638592], [-3.897049, -0.195802, 0.858675], [-3.127627, -1.646614, 0.226973], [-3.288573, -0.823112, -2.687531], [-1.843443, -1.539936, -1.980003], [-1.753285, -0.006439, -2.884991], [-1.794482, 0.727448, 1.000719]], "forces_ev_per_angstrom": [[-0.1, 0.0, 0.0], [0.0, 0.0, 0.0], [0.0, 0.0, 0.0], [0.0, 0.0, 0.0], [0.0, 0.0, 0.0], [0.0, 0.0, 0.1], [0.0, -0.1, 0.0], [0.0, 0.0, 0.0], [0.0, 0.0, 0.0], [0.0, 0.0, 0.0], [0.0, 0.0, 0.0], [0.0, 0.0, 0.0], [0.0, 0.0, 0.0], [0.0, 0.0, 0.0], [0.0, 0.0, 0.0], [0.1, 0.1, -0.1], [0.0, 0.0, 0.0], [0.0, 0.0, 0.0], [0.0, 0.0, 0.0], [0.0, 0.0, 0.0], [0.0, 0.0, 0.0], [0.0, 0.0, 0.0], [0.0, 0.0, 0.0], [0.0, 0.0, 0.0], [0.0, 0.0, 0.0], [0.0, 0.0, 0.0], [0.0, 0.0, 0.0], [0.0, 0.0, 0.0], [0.0, 0.0, 0.0], [0.0, 0.0, 0.0], [0.0, 0.0, 0.0], [0.0, 0.0, 0.0], [0.0, 0.0, 0.0], [0.0, 0.0, 0.0], [0.1, 0.0, 0.0], [0.2, 0.1, -0.1], [-0.1, -0.1, -0.1], [0.0, 0.0, 0.0], [-0.1, 0.1, 0.2], [0.0, 0.0, 0.0], [0.0, -0.1, -0.1], [0.0, 0.0, 0.0], [0.0, 0.0, 0.0], [0.0, 0.0, 0.0], [0.0, 0.0, 0.0], [0.0, 0.1, 0.0], [0.0, -0.1, 0.1], [0.0, 0.0, 0.0], [0.0, 0.0, 0.0], [0.0, 0.0, 0.0], [0.0, 0.0, 0.0], [0.0, 0.0, 0.0], [0.0, 0.0, 0.0], [0.0, 0.0, 0.0], [0.0, 0.0, 0.0], [0.0, 0.0, 0.0], [0.0, 0.0, 0.0]], "nbo_charge": [1.51, -0.23, -0.21, -0.62, -0.26, 0.26, -0.49, -0.19, -0.26, 0.03, -0.24, -0.68, -0.22, -0.23, -0.62, -0.75, 0.16, 0.21, 0.16, 0.20, 0.37, 0.18, 0.21, 0.20, 0.19, 0.19, 0.20, 0.19, 0.42, 0.18, 0.21, 0.20, 0.17, 0.36, -0.32, -0.27, 0.28, -0.35, -0.30, -0.35, 0.28, -0.36, -0.60, -0.08, -0.60, -0.63, -0.58, 0.20, 0.19, 0.21, 0.19, 0.20, 0.23, 0.21, 0.24, 0.18, 0.21], "lumo_energy_ha": 0.09113, "fmax_ev_per_a": 0.27, "molar_mass_g_mol": 625.60, "homo_ev": -3.8, "energy_ev": -57645.94433, "charge": -1}

***

2.
{"formula": "C20H28Cl2F10N2O7", "method": "ωB97M-V/def2-TZVPD", "species": ["N", "C", "O", "C", "C", "C", "C", "C", "O", "C", "O", "C", "C", "O", "C", "C", "F", "F", "C", "F", "F", "C", "F", "F", "C", "F", "F", "C", "O", "C", "N", "C", "O", "F", "C", "O", "F", "H", "H", "H", "H", "H", "H", "H", "H", "H", "H", "H", "H", "H", "H", "H", "H", "H", "H", "H", "H", "H", "H", "H", "H", "Cl", "C", "C", "Cl", "H", "H", "H", "H"], "xyz": [[0.808449, -2.907968, -4.171458], [1.397208, -1.725288, -4.896268], [0.762204, -0.468423, -4.605585], [0.781922, -0.102231, -3.208315], [2.055688, -0.588656, -2.367488], [3.473510, 0.030336, -2.893846], [4.434435, 0.049389, -1.564809], [4.245794, 1.369732, -0.666571], [5.542543, 1.640202, -0.010908], [5.694628, 0.755958, 1.108346], [6.609923, -0.120142, 1.162561], [0.684726, 1.530339, -3.196355], [0.450981, 2.143657, -1.739674], [-0.921180, 2.562303, -1.470284], [-0.937656, 2.774591, -0.020723], [-2.273469, 3.523574, 0.478174], [-3.375513, 3.146962, -0.341299], [-2.028031, 4.937512, 0.251619], [-2.535909, 3.380706, 2.058432], [-3.281413, 4.539753, 2.492314], [-1.259369, 3.485279, 2.707540], [-3.366435, 2.082132, 2.501425], [-3.568016, 2.212040, 3.933932], [-4.667133, 1.984246, 1.940008], [-2.601906, 0.680402, 2.298756], [-3.408376, -0.434028, 2.710574], [-1.333766, 0.622645, 2.977679], [-0.637775, -0.582662, -2.543961], [-0.469277, -1.265121, -1.273154], [-1.107525, -2.548203, -1.248758], [-1.600129, -2.928051, 0.142387], [-2.191206, -4.282970, 0.123542], [-1.495600, -5.303406, 0.365130], [-3.565997, -4.532726, -0.201225], [-0.506037, -2.903906, 1.130243], [-0.837532, -2.855045, 2.343917], [0.877126, -2.945593, 0.817399], [0.233175, -3.485928, -4.806111], [1.576075, -3.537839, -3.870960], [1.192777, -1.933323, -6.020826], [2.554767, -1.703431, -4.822127], [1.973606, -0.215929, -1.271117], [2.142403, -1.741100, -2.263303], [4.010008, -0.645439, -3.641129], [3.392561, 1.121011, -3.221652], [4.107592, -0.860233, -0.942469], [5.540169, -0.139032, -1.837930], [3.862150, 2.286207, -1.241029], [3.507956, 1.165291, 0.199939], [5.016877, 0.820043, 2.036139], [-0.279069, 1.758596, -3.804353], [1.534891, 2.028176, -3.781845], [1.096209, 3.110366, -1.676402], [0.785613, 1.487581, -0.865003], [-0.802199, 1.805833, 0.573651], [-0.024550, 3.457873, 0.192895], [-2.439895, 0.537760, 1.163534], [-1.085408, -1.310373, -3.329054], [-1.397816, 0.278688, -2.464667], [-2.030880, -2.637859, -1.930597], [-0.400476, -3.415048, -1.563332], [-4.505104, -0.487284, 8.215282], [-3.066082, -0.065953, 7.252480], [-2.826785, -1.045984, 6.121279], [-2.329215, -2.650098, 6.714633], [-2.210111, -0.015623, 7.927999], [-3.238835, 0.933038, 6.846883], [-2.021190, -0.682142, 5.479931], [-3.719102, -1.175185, 5.505957]], "forces_ev_per_angstrom": [[1.0, 0.0, -0.4], [0.1, -1.3, -2.1], [1.1, -1.0, 1.0], [-0.6, 1.4, 1.5], [0.6, 0.4, 0.1], [0.5, -0.4, 2.0], [-0.6, -0.5, -0.4], [-0.3, -1.0, 0.5], [-0.9, -1.6, 1.7], [3.5, -2.9, -0.2], [-3.9, 4.2, -0.6], [-1.3, -0.6, -0.5], [1.4, 1.1, -0.3], [0.6, -0.6, 1.8], [0.2, 0.7, 0.0], [1.0, 1.4, -2.0], [2.1, 0.8, 2.2], [-0.9, -3.0, 0.5], [-0.4, 2.4, 0.4], [1.6, -3.0, -1.0], [-3.0, -0.7, -1.5], [-1.1, -1.0, 3.1], [0.4, -0.1, -3.1], [3.3, 0.5, 0.9], [0.2, -1.5, -0.9], [1.8, 2.9, -0.5], [-3.2, 0.4, -1.4], [-0.3, -0.6, -1.8], [-1.3, -1.1, -0.2], [-0.2, -1.6, -1.2], [1.3, -0.5, -0.8], [2.1, -4.9, 0.8], [-3.3, 4.8, -1.0], [3.4, 2.0, 0.6], [-1.2, -0.3, 6.1], [2.0, -0.2, -5.8], [-3.5, 0.2, -0.4], [0.4, 0.7, 0.4], [-0.7, 0.7, -0.1], [0.3, 0.9, 1.8], [-2.0, 0.1, 0.4], [-0.3, -0.6, -1.9], [-0.3, 2.0, -0.4], [-1.0, 1.2, 0.7], [0.0, -1.7, 0.0], [0.7, 1.3, -0.7], [-1.8, 0.7, 0.5], [1.0, -1.3, 0.8], [0.8, 0.3, -1.5], [0.4, 0.5, -1.7], [1.6, -0.3, 1.0], [-1.1, -0.8, 1.2], [-0.9, -1.5, 0.0], [-0.3, 0.5, -1.4], [-0.1, 1.1, -1.0], [-1.7, -1.0, 0.2], [0.0, 0.0, 1.9], [0.8, 1.1, 1.4], [1.4, -1.1, 0.3], [1.3, 0.5, 1.0], [-0.7, 1.7, 0.3], [0.0, 0.0, 0.0], [0.2, 0.1, -0.1], [0.0, 0.2, -0.1], [0.0, 0.0, 0.0], [-0.1, -0.1, -0.1], [0.0, -0.1, 0.0], [-0.1, 0.0, 0.1], [0.1, 0.0, 0.2]], "nbo_charge": [-0.89, 0.08, -0.55, 0.28, -0.47, -0.41, -0.44, -0.09, -0.54, 0.62, -0.53, -0.45, -0.10, -0.53, -0.14, 0.63, -0.32, -0.33, 0.59, -0.30, -0.31, 0.59, -0.33, -0.29, 0.51, -0.32, -0.33, -0.11, -0.56, 0.10, -0.54, 0.97, -0.51, -0.32, 0.96, -0.50, -0.32, 0.37, 0.37, 0.18, 0.17, 0.23, 0.24, 0.22, 0.21, 0.21, 0.24, 0.20, 0.18, 0.15, 0.24, 0.23, 0.19, 0.18, 0.19, 0.22, 0.17, 0.21, 0.21, 0.20, 0.19, -0.06, -0.39, -0.39, -0.06, 0.22, 0.22, 0.23, 0.23], "lumo_energy_ha": -0.01246, "fmax_ev_per_a": 6.18, "molar_mass_g_mol": 669.34, "homo_ev": -10.5, "energy_ev": -90718.66619, "charge": 0}

***

Which formula does entry 1 have?
C20H28BiN6S2